No. 1
{
  "formula": "C25H58ClN7O10P",
  "method": "ωB97M-V/def2-TZVPD",
  "total_charge": -1,
  "e_above_lowest_kj_mol": 14.3,
  "lumo_ev": 2.043,
  "e_tot_ha": -2924.71876,
  "species": ["O", "C", "Cl", "C", "P", "O", "C", "C", "O", "H", "H", "H", "H", "H", "H", "H", "H", "H", "C", "C", "O", "N", "C", "H", "H", "H", "H", "H", "H", "H", "C", "C", "O", "N", "C", "H", "H", "H", "H", "H", "H", "H", "C", "C", "O", "N", "C", "H", "H", "H", "H", "H", "H", "H", "C", "C", "O", "N", "C", "H", "H", "H", "H", "H", "H", "H", "C", "C", "O", "N", "C", "H", "H", "H", "H", "H", "H", "H", "C", "C", "O", "N", "C", "H", "H", "H", "H", "H", "H", "H", "C", "C", "O", "N", "C", "H", "H", "H", "H", "H", "H", "H"],
  "positions_angstrom": [[-2.8007, 1.4910, -3.2557], [-2.2791, 0.6657, -2.5874], [-0.6300, 1.1300, -1.8412], [-2.7047, -0.6693, -2.1927], [-4.3116, -0.6161, -1.0584], [-5.2960, -0.3684, -2.5038], [-6.5434, 0.1985, -2.2291], [-6.6109, 0.4156, -0.7174], [-5.7929, -0.5445, -0.1276], [-3.0156, -1.1768, -3.1056], [-1.9087, -1.1969, -1.6800], [-4.1628, 0.8088, -0.8771], [-3.5283, -0.8943, 0.1228], [-4.4497, -2.0364, -1.2882], [-6.6588, 1.1553, -2.7613], [-7.3388, -0.4746, -2.5776], [-6.2469, 1.4304, -0.4910], [-7.6249, 0.3728, -0.3179], [4.1797, 3.4816, -0.8695], [2.8175, 2.8721, -1.1337], [2.2357, 2.2233, -0.2804], [2.2667, 3.0744, -2.3611], [2.8442, 3.8006, -3.4747], [4.4668, 3.2340, 0.1458], [4.9321, 3.0929, -1.5601], [4.1575, 4.5668, -0.9611], [1.3566, 2.6497, -2.4880], [2.2275, 4.6528, -3.7682], [2.9573, 3.1504, -4.3420], [3.8285, 4.1694, -3.2034], [0.4266, -0.6823, 1.6296], [0.0517, -1.9775, 0.9445], [-0.2059, -2.0024, -0.2475], [0.0132, -3.1069, 1.7013], [0.2737, -3.2394, 3.1194], [0.4141, 0.1063, 0.8822], [-0.2864, -0.4412, 2.4194], [1.4243, -0.7445, 2.0677], [-0.2286, -3.9466, 1.1961], [1.0998, -3.9227, 3.3090], [-0.6176, -3.6197, 3.6278], [0.5265, -2.2785, 3.5537], [-6.9177, 4.1877, -0.6631], [-8.2284, 3.5186, -1.0102], [-8.7898, 2.7669, -0.2368], [-8.7455, 3.7603, -2.2500], [-8.1924, 4.5835, -3.3013], [-6.6447, 3.8764, 0.3399], [-6.1290, 3.8786, -1.3501], [-7.0077, 5.2752, -0.6951], [-9.6046, 3.2660, -2.4293], [-8.8798, 5.3869, -3.5777], [-7.9799, 3.9909, -4.1933], [-7.2619, 5.0315, -2.9686], [6.2734, 0.3009, -5.7882], [5.2394, 1.2081, -5.1576], [4.8409, 2.2186, -5.7135], [4.7536, 0.8520, -3.9390], [5.0921, -0.3028, -3.1337], [6.5463, 0.7265, -6.7488], [7.1639, 0.2254, -5.1631], [5.8731, -0.7018, -5.9411], [4.0542, 1.4845, -3.5770], [4.2136, -0.9254, -2.9591], [5.4902, 0.0016, -2.1644], [5.8432, -0.9023, -3.6387], [2.0062, -4.3038, 8.1207], [1.4318, -4.4777, 6.7313], [1.9216, -3.9355, 5.7578], [0.3318, -5.2689, 6.6036], [-0.3858, -5.9845, 7.6358], [2.8685, -3.6495, 8.0424], [1.2760, -3.8543, 8.7945], [2.3196, -5.2610, 8.5394], [-0.0015, -5.3422, 5.6544], [-0.3837, -7.0587, 7.4416], [-1.4232, -5.6505, 7.6947], [0.0809, -5.8132, 8.6006], [0.2443, -4.7842, -1.7925], [0.5179, -6.1519, -1.2247], [0.6346, -6.3492, -0.0239], [0.6275, -7.1924, -2.1000], [0.5100, -7.1542, -3.5410], [0.1843, -4.0729, -0.9770], [1.0379, -4.4684, -2.4713], [-0.7049, -4.7667, -2.3299], [0.8059, -8.0789, -1.6564], [-0.3112, -7.7859, -3.8860], [1.4298, -7.4963, -4.0209], [0.3139, -6.1383, -3.8667], [5.2205, 4.1899, 3.4858], [4.8658, 5.3872, 2.6326], [5.1202, 5.4253, 1.4424], [4.2306, 6.4246, 3.2437], [3.8353, 6.5412, 4.6305], [5.7090, 3.4602, 2.8481], [5.8965, 4.4687, 4.2953], [4.3265, 3.7393, 3.9178], [4.0104, 7.1843, 2.6194], [2.7537, 6.6549, 4.7210], [4.3117, 7.4023, 5.1035], [4.1274, 5.6498, 5.1758]],
  "forces_ev_per_a": [[0.14, -0.03, -0.01], [-0.34, 0.12, -0.22], [0.22, 0.16, 0.18], [0.08, -0.02, -0.16], [-0.16, -0.43, 0.26], [0.19, 0.21, -0.09], [0.13, -0.09, -0.13], [-0.16, 0.34, 0.21], [0.23, -0.10, -0.07], [-0.15, -0.03, 0.03], [-0.04, -0.13, 0.04], [-0.01, 0.04, -0.11], [0.04, 0.17, -0.01], [0.01, 0.04, 0.00], [-0.08, 0.03, -0.03], [-0.05, -0.03, 0.04], [0.05, -0.04, 0.06], [-0.04, -0.17, -0.05], [-0.05, -0.10, -0.04], [-0.01, 0.04, 0.00], [0.09, -0.01, 0.08], [0.07, -0.07, -0.04], [-0.10, -0.06, 0.02], [-0.01, 0.01, 0.01], [-0.01, 0.03, -0.02], [0.03, 0.01, -0.01], [-0.06, -0.02, 0.07], [-0.03, 0.01, 0.08], [0.03, 0.11, -0.09], [0.02, 0.02, -0.06], [-0.02, -0.01, -0.05], [-0.03, 0.27, 0.12], [0.09, -0.29, -0.03], [0.01, -0.01, -0.02], [-0.09, -0.10, -0.20], [0.00, -0.01, -0.01], [0.01, 0.00, 0.01], [-0.01, 0.00, 0.03], [0.03, -0.01, 0.00], [0.03, 0.03, 0.02], [0.02, 0.04, 0.08], [0.02, 0.01, 0.01], [-0.04, 0.02, 0.03], [0.28, -0.14, -0.12], [-0.27, 0.13, 0.08], [-0.09, 0.11, 0.06], [-0.05, -0.09, -0.01], [-0.01, -0.01, 0.01], [0.01, 0.00, -0.01], [0.02, 0.00, -0.03], [0.03, -0.05, -0.01], [0.02, 0.02, 0.02], [0.04, 0.00, 0.01], [0.02, 0.01, -0.02], [0.00, 0.06, -0.03], [-0.17, -0.08, 0.23], [0.13, 0.01, -0.16], [0.06, 0.07, -0.03], [-0.06, 0.03, -0.01], [-0.01, 0.02, 0.00], [0.00, -0.03, 0.01], [0.01, -0.01, 0.02], [-0.03, -0.07, 0.03], [0.00, -0.01, 0.00], [0.02, 0.00, 0.00], [0.01, -0.02, 0.01], [0.02, 0.02, -0.04], [-0.09, -0.04, 0.01], [0.11, 0.04, 0.08], [-0.01, -0.03, -0.01], [0.00, 0.02, -0.09], [0.00, 0.01, -0.02], [0.00, -0.02, 0.02], [-0.02, 0.00, 0.02], [0.00, 0.01, 0.00], [0.02, -0.01, 0.02], [0.00, 0.02, 0.03], [-0.01, -0.01, 0.02], [0.01, -0.11, 0.10], [-0.04, 0.03, 0.00], [-0.02, 0.01, 0.02], [0.04, -0.01, -0.03], [0.01, -0.06, 0.08], [-0.01, 0.11, -0.10], [-0.03, -0.01, -0.04], [0.02, 0.03, -0.05], [-0.01, 0.00, 0.01], [-0.02, 0.02, -0.01], [0.01, 0.03, -0.01], [-0.01, 0.01, -0.02], [0.02, 0.01, -0.04], [-0.11, -0.09, 0.04], [0.11, 0.10, 0.02], [0.05, 0.06, 0.03], [-0.02, 0.04, -0.09], [0.00, 0.00, -0.02], [-0.02, -0.01, 0.02], [0.00, 0.00, 0.02], [-0.02, -0.01, -0.01], [-0.01, -0.03, 0.01], [0.02, -0.02, 0.02], [-0.01, 0.00, 0.02]]
}

---

No. 2
{
  "formula": "C4H6NO",
  "method": "ωB97M-V/def2-TZVPD",
  "total_charge": 1,
  "e_above_lowest_kj_mol": 187.5,
  "lumo_ev": -6.031,
  "e_tot_ha": -285.65079,
  "species": ["C", "N", "C", "C", "C", "O", "H", "H", "H", "H", "H", "H"],
  "positions_angstrom": [[0.2653, -2.1097, -0.7576], [0.0837, -0.9538, -0.3290], [-0.0060, 0.2249, 0.0905], [-0.8998, 0.8183, 1.0509], [0.9035, 1.3002, -0.5035], [1.7916, 1.0762, -1.2876], [-0.5671, -2.4185, -1.4921], [1.0715, -2.7762, -0.4751], [-0.8615, 0.0599, 1.8126], [-0.7229, 1.8820, 1.2160], [-1.9999, 0.6529, 0.6372], [0.9415, 2.2438, 0.0379]],
  "forces_ev_per_a": [[-2.27, 0.02, -1.66], [0.49, 0.22, 0.99], [0.54, 1.07, -2.13], [-3.25, -1.75, -0.53], [3.12, -0.45, -1.02], [-1.37, -0.26, 0.30], [1.70, 0.06, 0.79], [0.01, 0.07, 0.36], [-0.31, 0.59, 1.63], [0.06, -0.54, 0.52], [2.05, 0.57, 0.68], [-0.78, 0.41, 0.08]]
}

---

No. 3
{
  "formula": "CH4O3",
  "method": "ωB97M-V/def2-TZVPD",
  "total_charge": 0,
  "e_above_lowest_kj_mol": 72.0,
  "lumo_ev": 0.533,
  "e_tot_ha": -266.20861,
  "species": ["O", "C", "O", "H", "H", "O", "H", "H"],
  "positions_angstrom": [[0.5368, -1.4574, 0.3382], [-0.6359, -1.2255, 0.4495], [-1.1979, -0.0307, 0.7002], [-1.3402, -1.9852, 0.1403], [-0.8249, 0.4972, 0.0114], [0.7961, 1.3436, -0.3829], [1.7097, 1.1271, -0.0156], [0.9563, 1.7307, -1.2411]],
  "forces_ev_per_a": [[-0.12, 0.38, 0.50], [0.75, -0.61, -1.00], [-0.95, -1.25, 0.73], [-0.76, -0.52, 0.55], [1.08, 1.71, -0.42], [1.78, -0.14, 0.69], [-1.96, 0.22, -0.70], [0.18, 0.21, -0.34]]
}

---

No. 4
{
  "formula": "C21H27O2SiYb",
  "method": "ωB97M-V/def2-TZVPD",
  "total_charge": 0,
  "multiplicity": 2,
  "e_above_lowest_kj_mol": 407.3,
  "lumo_ev": [-0.418, -0.406],
  "e_tot_ha": -2414.93297,
  "species": ["C", "C", "C", "H", "C", "C", "H", "H", "H", "H", "C", "C", "C", "H", "C", "C", "H", "H", "H", "H", "Yb", "O", "C", "C", "H", "H", "H", "H", "C", "C", "C", "H", "C", "H", "C", "H", "C", "H", "C", "Si", "C", "C", "O", "H", "H", "H", "H", "H", "H", "H", "H", "H"],
  "positions_angstrom": [[0.4487, -1.9187, 2.3605], [-0.8811, -2.1140, 1.8878], [-0.7958, -2.3801, 0.4951], [-1.7836, -1.8383, 2.4220], [0.5852, -2.3209, 0.1222], [1.3556, -1.9950, 1.2765], [2.4259, -1.7868, 1.3825], [0.8861, -1.9945, 3.3529], [-1.6678, -2.5020, -0.1686], [0.9934, -2.4748, -0.8825], [-0.9718, 2.3584, 1.0356], [-0.5979, 1.9586, 2.3387], [0.8065, 1.8062, 2.3936], [-1.3886, 1.7497, 3.0297], [1.3348, 2.0646, 1.1186], [0.2330, 2.4251, 0.2751], [0.3115, 2.6678, -0.7899], [-2.0163, 2.4113, 0.6731], [1.4688, 1.5069, 3.1685], [2.3904, 1.9073, 0.8682], [-0.1132, -0.0358, 0.6374], [-0.3074, -0.1417, -3.1265], [-1.4377, -0.8961, -3.6415], [-0.1029, -0.9235, -4.3800], [-1.6764, -1.7826, -3.0619], [-2.2412, -0.3276, -4.1098], [0.4932, -1.8369, -4.2684], [0.8079, -1.9362, -6.7061], [0.5538, -0.8731, -6.8060], [0.0675, -0.1944, -5.6474], [-0.2810, 1.1731, -5.7705], [-0.6397, 1.7172, -4.8897], [-0.1221, 1.8375, -6.9933], [-0.3740, 2.9007, -7.0615], [0.3597, 1.1559, -8.1243], [0.4764, 1.6779, -9.0781], [0.6961, -0.2076, -8.0256], [1.0734, -0.7532, -8.8997], [-0.4402, 1.6636, 5.4564], [-0.0320, -0.0114, 4.8034], [1.6924, -0.4067, 5.3561], [-1.2971, -1.2729, 5.2510], [-0.2397, -0.0487, 3.2135], [-0.3424, 1.5011, 6.5357], [-1.4646, 1.9661, 5.2140], [0.2656, 2.4354, 5.1322], [1.5847, -0.3851, 6.4495], [2.0537, -1.3969, 5.0595], [2.4369, 0.3462, 5.0641], [-2.2708, -0.9708, 4.8455], [-1.0315, -2.2631, 4.8690], [-1.2842, -1.2414, 6.3430]],
  "forces_ev_per_a": [[1.09, -1.58, 0.00], [0.35, -0.16, -0.62], [0.03, -0.20, -0.26], [0.19, -0.57, 0.12], [-0.07, 0.12, -1.41], [-0.51, -0.07, 0.18], [-0.44, -0.49, -0.28], [-0.74, 0.34, -0.24], [0.63, -0.17, 0.27], [-0.26, -0.01, 0.38], [0.43, -0.51, -0.12], [-0.88, 1.48, -1.03], [0.29, 1.00, -1.22], [0.39, 0.26, 0.49], [-0.43, -0.02, -0.26], [0.32, -0.22, -1.89], [-0.03, 0.11, 0.43], [0.80, 0.39, 0.21], [-0.09, -0.05, 0.64], [-0.49, 0.48, -0.11], [0.32, 1.22, 3.60], [-0.33, -0.92, -1.34], [2.00, -0.01, -0.77], [-1.58, 0.02, 1.77], [-0.22, 0.16, 0.03], [0.14, 0.00, 0.31], [-0.12, 0.44, 0.18], [-0.03, 0.45, -0.16], [-0.31, 0.36, 0.98], [0.21, 0.94, -1.56], [0.32, -0.55, -0.06], [0.15, -0.24, -0.35], [0.09, -0.33, -0.15], [0.09, -0.43, 0.00], [-0.03, -0.30, 0.43], [-0.04, -0.17, 0.38], [-0.17, 0.30, 0.19], [-0.19, 0.29, 0.41], [-0.03, 0.02, 0.76], [-0.70, -0.13, -2.51], [0.19, -0.14, 0.57], [0.12, -0.01, 1.29], [-0.07, -0.87, -0.63], [-0.16, 0.59, 0.18], [0.20, 0.00, 0.18], [-0.15, -0.11, 0.12], [0.49, -0.10, 0.01], [-0.04, 0.14, 0.11], [-0.22, -0.13, 0.08], [0.23, -0.03, 0.24], [-0.04, 0.11, 0.22], [-0.69, -0.69, 0.25]]
}

---

No. 5
{
  "formula": "H24O12",
  "method": "ωB97M-V/def2-TZVPD",
  "total_charge": 0,
  "e_above_lowest_kj_mol": 490.0,
  "lumo_ev": -0.343,
  "e_tot_ha": -917.13872,
  "species": ["O", "H", "H", "O", "H", "H", "O", "H", "H", "O", "H", "H", "O", "H", "H", "O", "H", "H", "O", "H", "H", "O", "H", "H", "O", "H", "H", "O", "H", "H", "O", "H", "H", "O", "H", "H"],
  "positions_angstrom": [[-0.4020, 0.1311, -0.5367], [-0.0823, 0.1661, 0.3894], [0.2189, -0.1882, -1.0863], [-3.2877, -2.2665, 0.4745], [-3.7472, -2.7572, -0.2973], [-3.7720, -2.4438, 1.2642], [-1.3395, -2.8180, -0.5351], [-0.9787, -3.1544, -1.2952], [-1.5686, -1.8803, -0.6890], [-3.9262, 0.1593, 1.2745], [-3.1295, -0.3813, 1.6520], [-4.4664, 0.4115, 2.0158], [0.3258, 1.8078, 4.2405], [-0.1084, 2.2870, 3.5156], [1.0007, 2.5047, 4.5241], [4.2567, -0.6250, -0.7885], [4.7254, 0.1098, -0.9508], [4.8643, -1.3158, -1.0190], [3.2729, -0.9143, 2.4270], [2.5610, -0.4138, 1.8869], [3.9062, -1.1661, 1.7182], [1.3402, 1.9812, 0.1049], [1.8928, 2.2208, 0.8004], [0.4931, 2.1411, 0.5291], [-2.6634, 1.6194, -1.5713], [-2.5168, 0.6886, -1.8108], [-2.1624, 1.6679, -0.6574], [0.8001, -3.4385, -1.0525], [0.7892, -2.6630, -0.5452], [1.6043, -3.9562, -0.9802], [1.6478, 0.1819, -2.0768], [2.2488, -0.3139, -2.6085], [2.0687, -0.0305, -1.1874], [-0.4239, 4.2814, -2.0143], [-0.9101, 4.1303, -2.8197], [0.2628, 3.5385, -1.9199]],
  "forces_ev_per_a": [[-4.56, 1.46, 4.51], [-0.07, -0.41, -1.26], [3.65, -1.47, -3.03], [-1.56, -0.92, -1.99], [1.22, 1.15, 2.28], [-0.97, -0.27, 0.56], [-1.65, 2.02, 2.09], [1.43, -1.10, -2.82], [0.09, -0.77, 0.14], [2.46, -1.17, 0.68], [-2.43, 1.52, -1.10], [-0.16, 0.18, 0.60], [1.34, 1.97, -0.01], [-0.13, -0.34, 0.29], [-1.24, -1.59, -0.31], [-2.77, -3.75, 1.06], [2.47, 4.57, -0.84], [0.28, -0.85, -0.14], [-1.19, 1.05, -2.18], [1.72, -1.24, 1.46], [-0.54, 0.25, 0.65], [-1.21, -0.36, -0.92], [2.18, 0.81, 1.75], [-0.54, 0.02, -0.57], [1.45, -0.13, 2.49], [-0.06, 0.47, 0.19], [-1.59, -0.21, -2.92], [1.17, -2.42, -2.04], [0.26, 1.28, 1.41], [0.23, 0.44, 0.29], [0.84, -0.35, 2.09], [0.50, -0.60, -1.16], [-0.69, 0.89, -1.38], [1.94, -1.20, 0.91], [-0.15, -0.43, -0.33], [-1.74, 1.54, -0.45]]
}

---

No. 6
{
  "formula": "CH2ClNS",
  "method": "ωB97M-V/def2-TZVPD",
  "total_charge": 0,
  "e_above_lowest_kj_mol": 100.7,
  "lumo_ev": 0.432,
  "e_tot_ha": -952.39026,
  "species": ["N", "C", "Cl", "S", "H", "H"],
  "positions_angstrom": [[3.9520, -1.7410, -0.7491], [3.9418, -0.6328, -0.3799], [4.0765, 0.8820, 0.0774], [0.1007, 0.0598, -0.3405], [0.9857, -0.2494, -1.2224], [0.0795, -1.3112, 0.0628]],
  "forces_ev_per_a": [[-0.25, 1.94, 0.69], [0.23, -3.50, -1.21], [0.00, 1.58, 0.53], [-0.99, -1.67, 1.59], [1.11, -0.21, -1.21], [-0.09, 1.87, -0.40]]
}

---

Copy entry 2 word for word.
{
  "formula": "C4H6NO",
  "method": "ωB97M-V/def2-TZVPD",
  "total_charge": 1,
  "e_above_lowest_kj_mol": 187.5,
  "lumo_ev": -6.031,
  "e_tot_ha": -285.65079,
  "species": ["C", "N", "C", "C", "C", "O", "H", "H", "H", "H", "H", "H"],
  "positions_angstrom": [[0.2653, -2.1097, -0.7576], [0.0837, -0.9538, -0.3290], [-0.0060, 0.2249, 0.0905], [-0.8998, 0.8183, 1.0509], [0.9035, 1.3002, -0.5035], [1.7916, 1.0762, -1.2876], [-0.5671, -2.4185, -1.4921], [1.0715, -2.7762, -0.4751], [-0.8615, 0.0599, 1.8126], [-0.7229, 1.8820, 1.2160], [-1.9999, 0.6529, 0.6372], [0.9415, 2.2438, 0.0379]],
  "forces_ev_per_a": [[-2.27, 0.02, -1.66], [0.49, 0.22, 0.99], [0.54, 1.07, -2.13], [-3.25, -1.75, -0.53], [3.12, -0.45, -1.02], [-1.37, -0.26, 0.30], [1.70, 0.06, 0.79], [0.01, 0.07, 0.36], [-0.31, 0.59, 1.63], [0.06, -0.54, 0.52], [2.05, 0.57, 0.68], [-0.78, 0.41, 0.08]]
}